Record 1
Molecular formula: C22H17F5N3ORuTe4
Method: DFT, ωB97M-V/def2-TZVPD

Values from the calculation:
energy relative to the best compared isomer or geometry (same formula, charge and spin) = 0.578 eV
Kohn-Sham gap (alpha / beta) = 0.1596 / 0.1688 Ha
spin multiplicity = 6
M = 1045.9 g mol⁻¹
expectation value of S² = 8.845
total charge = -2
E_HOMO (alpha / beta) = -0.31 / -1.02 eV

Geometry as XYZ:
```
53
C22H17F5N3ORuTe4 (ωB97M-V/def2-TZVPD)
Ru 0.11 0.01 -0.05
C -3.23 -2.63 1.04
C -2.52 -1.60 0.49
N -1.18 -1.46 0.68
C -0.53 -2.43 1.38
C -1.20 -3.51 2.02
C -2.59 -3.60 1.84
C -0.42 -4.42 2.78
C 0.94 -4.29 2.91
C 1.63 -3.26 2.24
C 3.02 -3.05 2.30
C 3.59 -2.05 1.57
C 2.78 -1.23 0.76
N 1.47 -1.37 0.70
C 0.88 -2.36 1.45
H -4.30 -2.68 0.86
H -2.99 -0.85 -0.12
H -3.14 -4.41 2.29
H -0.93 -5.23 3.28
H 1.50 -4.99 3.52
H 3.63 -3.70 2.92
H 4.66 -1.87 1.59
H 3.20 -0.45 0.13
Te -0.16 -1.28 -2.24
Te -0.08 -2.06 -4.85
Te 2.81 1.03 -4.46
Te 1.52 0.80 -2.10
F 0.24 6.02 3.88
C 0.29 4.74 3.45
C 1.01 4.40 2.32
F 1.67 5.36 1.65
C 1.07 3.09 1.88
F 1.81 2.82 0.79
C 0.40 2.02 2.53
O 0.42 0.81 2.15
C -0.31 2.43 3.69
F -0.99 1.50 4.40
C -0.37 3.73 4.13
F -1.07 4.04 5.24
C -1.73 3.61 -0.72
C -2.23 2.18 -0.46
C -3.16 1.76 -1.61
C -2.99 2.14 0.88
N -1.11 1.32 -0.40
H -2.56 4.31 -0.72
H -1.22 3.66 -1.69
H -1.02 3.91 0.05
H -3.96 2.50 -1.74
H -3.62 0.79 -1.41
H -2.59 1.68 -2.54
H -3.95 2.65 0.79
H -2.40 2.62 1.67
H -3.16 1.10 1.18
```

=====

Record 2
Molecular formula: C10H24BClNO2P2Rh
Method: DFT, ωB97M-V/def2-TZVPD

Values from the calculation:
Kohn-Sham gap (alpha / beta) = 0.2560 / 0.1435 Ha
spin multiplicity = 5
M = 401.4 g mol⁻¹
expectation value of S² = 6.029
total charge = +2
E_HOMO (alpha / beta) = -14.85 / -15.93 eV

Geometry as XYZ:
```
42
C10H24BClNO2P2Rh (ωB97M-V/def2-TZVPD)
C 0.04 -0.05 -3.64
C 0.72 0.35 -2.40
H 0.81 -0.23 -4.41
H -0.60 0.79 -3.95
H -0.57 -0.94 -3.49
O 1.81 0.88 -2.29
Cl -1.95 0.12 -1.63
Rh 0.24 -0.05 -0.07
P -0.15 2.26 -0.09
C 1.32 3.17 0.50
C -0.57 3.12 -1.65
H -0.76 4.18 -1.44
H -1.73 3.73 1.00
H -1.47 2.65 -2.08
H -2.40 2.09 0.72
H 2.17 2.93 -0.16
H 0.26 3.02 -2.36
C -1.52 2.66 1.04
H 1.12 4.25 0.47
H -1.24 2.36 2.06
H 1.55 2.86 1.52
P 0.00 -2.30 -0.20
C 1.46 -3.18 0.45
C -1.44 -2.86 0.78
H -1.21 -2.67 -2.27
H -0.30 -4.13 -1.77
H 0.56 -2.75 -2.52
C -0.26 -3.03 -1.86
H -2.30 -2.23 0.51
H -1.66 -3.91 0.56
H 1.33 -4.27 0.35
H 1.58 -2.92 1.51
H -1.22 -2.73 1.84
H 2.35 -2.86 -0.10
C 1.96 -0.01 0.57
O 3.02 0.02 1.02
B -0.07 -0.01 4.42
C -0.35 -0.14 2.93
N -0.54 -0.23 1.78
H -1.01 0.58 4.93
H 0.98 0.61 4.55
H 0.04 -1.14 4.87
```

=====

Record 3
Molecular formula: C15H25Cl2FeGeO2Si
Method: DFT, ωB97M-V/def2-TZVPD

Values from the calculation:
energy relative to the best compared isomer or geometry (same formula, charge and spin) = 0.000 eV
Kohn-Sham gap (alpha / beta) = 0.2880 / 0.2870 Ha
spin multiplicity = 2
M = 464.8 g mol⁻¹
expectation value of S² = 1.000
E_HOMO (alpha / beta) = -8.58 / -8.54 eV

Geometry as XYZ:
```
47
C15H25Cl2FeGeO2Si (ωB97M-V/def2-TZVPD)
Fe 0.28 -0.23 0.43
Cl 2.10 -6.21 -3.14
C 1.39 -4.87 -2.30
C -0.01 -4.82 -2.16
C -0.60 -3.78 -1.50
Cl -2.32 -3.73 -1.34
C 0.15 -2.71 -0.93
O -0.47 -1.77 -0.32
C 1.56 -2.79 -1.10
C 2.45 -1.79 -0.62
O 2.17 -0.74 -0.01
C 2.16 -3.88 -1.78
H -0.62 -5.61 -2.58
H 3.52 -1.97 -0.81
H 3.23 -3.91 -1.89
C -2.25 2.15 3.07
Ge -0.46 1.39 3.26
C 0.93 2.65 2.69
C -0.18 1.01 5.17
C -0.27 -0.28 2.26
H -2.35 3.03 3.70
H -2.99 1.41 3.39
H -2.48 2.43 2.05
H 0.80 3.62 3.16
H 0.93 2.80 1.61
H 1.91 2.27 2.97
H -0.28 1.93 5.76
H 0.81 0.60 5.35
H -0.92 0.30 5.53
H -1.15 -0.91 2.38
H 0.59 -0.85 2.68
C -1.67 2.76 -2.71
Si -0.46 1.49 -2.04
C 1.27 2.22 -2.08
C -0.51 -0.05 -3.11
C -0.93 1.08 -0.27
H -1.43 3.01 -3.75
H -1.64 3.67 -2.12
H -2.69 2.38 -2.69
H 1.54 2.49 -3.11
H 2.03 1.53 -1.71
H 1.32 3.13 -1.48
H -0.36 0.20 -4.16
H -1.46 -0.57 -3.01
H 0.28 -0.76 -2.84
H -1.94 0.66 -0.24
H -0.96 2.01 0.32
```

=====

Record 4
Molecular formula: C43H44IN6O9S2Tm
Method: DFT, ωB97M-V/def2-TZVPD

Values from the calculation:
energy relative to the best compared isomer or geometry (same formula, charge and spin) = 1.619 eV
Kohn-Sham gap = 0.2613 Ha
spin multiplicity = 3
M = 1148.8 g mol⁻¹
expectation value of S² = 2.002
E_HOMO = -7.01 eV

Geometry as XYZ:
```
106
C43H44IN6O9S2Tm (ωB97M-V/def2-TZVPD)
Tm -0.68 -0.22 -0.59
S -2.64 -2.30 -0.89
C -2.18 -2.00 -2.50
N -1.25 -1.13 -2.86
C -1.16 -1.02 -4.23
C -0.31 -0.10 -4.94
C -0.33 -0.18 -6.30
C -1.25 -1.02 -6.98
C -2.11 -1.82 -6.30
C -1.98 -1.91 -4.92
S -2.91 -2.92 -3.88
H 0.28 0.58 -4.36
H 0.35 0.38 -6.91
H -1.20 -0.94 -8.09
H -2.83 -2.38 -6.87
C -2.01 -2.94 2.96
O -0.92 -2.31 3.72
C -1.23 -1.03 4.09
C -2.29 -0.76 4.97
C -2.60 0.50 5.42
C -1.71 1.56 5.14
C -0.63 1.31 4.30
C -0.42 0.04 3.73
N 0.70 -0.03 2.84
C 1.05 -0.90 1.81
N 2.30 -0.70 1.32
C 2.63 -0.91 0.00
C 1.68 -0.66 -1.01
C 2.26 -0.88 -2.25
C 3.61 -1.18 -2.53
C 4.48 -1.45 -1.50
C 3.95 -1.39 -0.21
O 4.67 -1.58 0.95
C 6.01 -1.99 0.82
N 0.21 -1.70 1.17
C 0.74 -3.00 0.93
C 0.36 -3.67 -0.25
C 0.57 -5.05 -0.45
C 1.26 -5.73 0.55
C 1.74 -5.05 1.65
C 1.56 -3.66 1.86
O 2.01 -3.00 3.02
C 1.74 -3.67 4.27
H -1.58 -3.98 2.84
H -2.16 -2.42 2.05
H -2.86 -2.95 3.58
H -2.88 -1.65 5.17
H -3.48 0.67 6.10
H -1.84 2.54 5.61
H 0.09 2.08 4.17
H 1.24 0.83 2.78
H 3.10 -0.75 1.96
H 1.66 -0.90 -3.13
H 3.96 -1.43 -3.53
H 5.47 -1.71 -1.74
H 6.40 -2.01 1.84
H 6.61 -1.26 0.28
H 6.15 -3.01 0.35
H -0.20 -3.10 -1.03
H 0.26 -5.52 -1.37
H 1.44 -6.79 0.50
H 2.27 -5.63 2.40
H 2.03 -3.02 5.07
H 2.37 -4.56 4.31
H 0.71 -3.88 4.30
C -4.35 2.60 -3.92
N -3.47 2.35 -2.80
C -2.34 3.23 -2.70
C -3.57 1.21 -2.14
C -4.68 0.27 -2.47
O -2.77 0.88 -1.28
H -4.53 3.68 -4.01
H -5.32 2.19 -3.78
H -3.84 2.29 -4.85
H -1.52 2.99 -3.50
H -1.86 3.01 -1.73
H -2.66 4.28 -2.70
H -5.63 0.64 -2.20
H -4.61 -0.69 -1.93
H -4.69 0.02 -3.55
O 0.14 2.06 -1.58
C 0.53 2.32 -0.46
O 0.11 1.62 0.53
C 1.64 3.26 -0.12
C 2.40 3.82 -1.14
C 3.49 4.70 -0.92
C 3.61 5.10 0.38
O 4.59 5.92 0.94
C 4.24 6.04 2.32
O 3.30 4.98 2.66
C 2.86 4.54 1.41
C 1.95 3.57 1.24
H 2.08 3.58 -2.16
H 4.15 5.06 -1.73
H 3.77 7.02 2.46
H 5.16 6.03 2.90
H 1.45 3.01 2.05
N -2.23 2.37 1.62
C -2.80 1.16 1.57
O -2.13 0.17 1.22
C -4.26 0.93 1.94
I -5.50 2.67 1.94
H -1.28 2.47 1.29
H -2.79 3.14 1.90
H -4.27 0.52 2.93
H -4.67 0.26 1.21
```

=====

Record 5
Molecular formula: C28H67CuN4O8
Method: DFT, ωB97M-V/def2-TZVPD

Values from the calculation:
energy relative to the best compared isomer or geometry (same formula, charge and spin) = 0.000 eV
Kohn-Sham gap = 0.1304 Ha
M = 651.4 g mol⁻¹
E_HOMO = -6.85 eV

Geometry as XYZ:
```
108
C28H67CuN4O8 (ωB97M-V/def2-TZVPD)
Cu 2.17 5.76 -4.51
C -0.17 2.58 -1.07
O 0.40 3.24 -2.18
H 0.39 1.65 -1.02
H -0.13 3.04 -0.08
H -1.20 2.31 -1.28
C -0.27 -2.25 4.47
C -0.22 -3.71 3.95
C -1.50 -4.40 4.49
C -1.68 -5.80 3.89
C -1.56 -5.84 2.35
C -0.33 -5.06 1.74
N -0.09 -3.80 2.48
O 1.02 -3.09 2.02
C 0.90 -5.99 1.89
C -0.68 -4.74 0.33
C 1.08 -4.34 4.66
H -0.19 -2.13 5.55
H -1.23 -1.87 4.12
H 0.55 -1.63 4.11
H -1.54 -4.44 5.57
H -2.33 -3.79 4.13
H -2.65 -6.18 4.24
H -0.89 -6.44 4.26
H -2.49 -5.52 1.88
H -1.52 -6.90 2.10
H 1.00 -6.55 2.82
H 0.79 -6.86 1.24
H 1.87 -5.54 1.68
H -1.06 -5.63 -0.18
H -1.41 -3.93 0.28
H 0.26 -4.49 -0.15
H 1.09 -5.43 4.58
H 1.18 -4.28 5.75
H 1.96 -3.85 4.24
H 0.64 -2.44 1.43
C 7.07 0.19 1.12
O 6.67 0.73 -0.12
C 5.53 1.50 -0.11
C 5.77 2.93 0.41
N 4.58 3.75 0.25
C 4.29 4.63 1.46
C 3.87 3.88 2.73
O 3.46 4.80 3.64
C 2.83 4.26 4.84
H 7.97 -0.42 1.00
H 6.21 -0.33 1.53
H 7.26 1.08 1.72
H 4.69 1.06 0.42
H 5.24 1.52 -1.16
H 6.58 3.42 -0.13
H 6.05 2.78 1.45
H 3.74 3.32 -0.09
H 3.46 5.30 1.23
H 5.10 5.32 1.71
H 4.68 3.25 3.10
H 3.10 3.16 2.49
H 3.49 3.80 5.58
H 1.98 3.65 4.54
H 2.39 5.14 5.32
C -2.21 5.87 2.57
O -3.53 5.83 3.24
C -4.70 5.52 2.49
C -4.44 4.25 1.62
N -5.69 3.77 1.01
C -5.49 2.77 -0.03
C -5.05 1.38 0.49
O -6.25 0.78 1.09
C -5.98 -0.47 1.73
H -1.91 4.90 2.16
H -1.44 6.21 3.26
H -2.34 6.60 1.78
H -5.05 6.33 1.85
H -5.49 5.32 3.21
H -3.74 3.65 2.20
H -3.86 4.58 0.76
H -6.32 3.47 1.74
H -4.81 3.06 -0.83
H -6.47 2.69 -0.49
H -4.27 1.49 1.25
H -4.74 0.75 -0.34
H -6.88 -0.74 2.27
H -5.25 -0.35 2.52
H -5.54 -1.25 1.10
C 3.18 -3.31 -4.20
O 2.06 -2.99 -5.00
C 1.73 -1.56 -5.05
C 0.46 -1.35 -5.90
N 0.10 0.09 -6.09
C -1.04 0.21 -6.91
C -0.79 -0.23 -8.41
O -1.69 0.34 -9.28
C -2.80 -0.38 -9.56
H 3.13 -2.85 -3.21
H 4.12 -2.97 -4.63
H 3.18 -4.40 -4.13
H 2.62 -1.11 -5.48
H 1.60 -1.14 -4.05
H -0.32 -1.96 -5.46
H 0.63 -1.70 -6.92
H 0.00 0.58 -5.21
H -1.50 1.19 -7.05
H -1.81 -0.42 -6.48
H -0.58 -1.28 -8.63
H 0.16 0.21 -8.73
H -3.03 -1.04 -8.72
H -2.54 -0.98 -10.43
H -3.59 0.32 -9.81
```

=====

Record 6
Molecular formula: C3H7NO
Method: DFT, ωB97M-V/def2-TZVPD

Values from the calculation:
energy relative to the best compared isomer or geometry (same formula, charge and spin) = 3.963 eV
Kohn-Sham gap = 0.3950 Ha
M = 73.1 g mol⁻¹
E_HOMO = -9.72 eV

Geometry as XYZ:
```
12
C3H7NO (ωB97M-V/def2-TZVPD)
C -1.00 -1.17 0.41
C 0.63 0.52 -0.69
C 0.28 -0.24 0.56
N -2.26 -0.59 0.64
O -1.62 -1.38 1.63
H -0.91 -2.06 -0.11
H 0.93 -0.33 -1.35
H 1.49 1.04 -0.49
H -0.10 1.15 -1.28
H 0.10 0.56 1.32
H 1.21 -0.81 0.71
H -2.16 0.39 0.80
```

=====

Record 7
Molecular formula: C2H3F3O2Si
Method: DFT, ωB97M-V/def2-TZVPD

Values from the calculation:
energy relative to the best compared isomer or geometry (same formula, charge and spin) = 0.266 eV
Kohn-Sham gap = 0.4395 Ha
M = 144.1 g mol⁻¹
E_HOMO = -11.27 eV

Geometry as XYZ:
```
11
C2H3F3O2Si (ωB97M-V/def2-TZVPD)
O 1.42 0.03 0.30
F 0.75 1.95 -1.86
F -0.82 0.36 -2.28
F 1.38 -0.13 -2.37
O -0.82 0.13 0.32
C 0.36 0.24 -0.27
C 0.43 0.63 -1.77
Si -0.72 -0.66 1.77
H -1.98 -1.41 1.89
H -0.43 0.39 2.78
H 0.42 -1.53 1.48
```

=====

Record 8
Molecular formula: C6H6
Method: DFT, ωB97M-V/def2-TZVPD

Values from the calculation:
energy relative to the best compared isomer or geometry (same formula, charge and spin) = 5.976 eV
Kohn-Sham gap = 0.3595 Ha
M = 78.1 g mol⁻¹
E_HOMO = -9.02 eV

Geometry as XYZ:
```
12
C6H6 (ωB97M-V/def2-TZVPD)
C -2.49 -1.81 0.05
C -1.75 -0.86 -0.04
C -0.84 0.29 -0.16
C 0.66 -0.13 -0.25
C 1.64 0.90 -0.13
C 2.52 1.47 0.51
H -3.15 -2.65 0.13
H -0.97 0.94 0.70
H -1.18 0.88 -1.03
H 1.43 -0.27 0.70
H 0.83 -0.96 -0.93
H 3.29 2.19 0.45
```